1.
2 unconnected molecules or ions with the total composition C2H2FN2O4 in a non-equilibrium geometry. Source: OMol25; level of theory: ωB97M-V with the def2-TZVPD basis set.

Values from the calculation:
Highest occupied orbital energy (alpha / beta), eV: -4.7 / -4.7
Energy above the lowest of the compared OMol25 structures with the same formula, charge and spin, kJ/mol: 81.74
LUMO energy (alpha / beta), eV: 3.49 / 3.49
Charge: -1

Element x y z (Å)
C  1.67  -1.05  -0.45
C  0.69  -0.05  -0.12
N  -2.29  -1.13  -0.19
N  -2.79  0.04  -0.53
O  1.81  -2.18  -0.72
O  -2.02  0.81  -1.07
O  1.95  0.15  -0.85
O  -4.00  0.26  -0.29
F  -3.25  -1.98  0.46
H  -0.18  0.00  -0.68
H  0.71  0.49  0.86



2.
2 unconnected molecules or ions with the total composition C2H2FN3O6 in a non-equilibrium geometry. Source: OMol25; level of theory: ωB97M-V with the def2-TZVPD basis set.

Values from the calculation:
Highest occupied orbital energy (alpha / beta), eV: -9.5 / -10.5
Energy above the lowest of the compared OMol25 structures with the same formula, charge and spin, kJ/mol: 104.64
LUMO energy (alpha / beta), eV: -2.93 / -1.19
Charge: 0

Element x y z (Å)
C  -0.15  0.31  -0.25
C  1.27  -0.08  0.10
N  1.91  -0.17  -2.45
N  1.82  -1.36  0.30
N  2.12  1.03  0.55
O  1.96  -1.32  -2.54
O  1.28  -2.24  -0.40
O  3.27  1.08  0.14
O  1.89  0.93  -2.85
O  2.65  -1.51  1.10
O  1.72  1.75  1.39
F  -0.41  0.05  -1.62
H  -0.25  1.40  -0.15
H  -0.85  -0.18  0.47



3.
A single C2H2FN3S molecule in a non-equilibrium geometry. Source: OMol25; level of theory: ωB97M-V with the def2-TZVPD basis set.

Values from the calculation:
Highest occupied orbital energy, eV: -10.2
Energy above the lowest of the compared OMol25 structures with the same formula, charge and spin, kJ/mol: 197.14
SMILES string: FC1=NN=N[C@@H]1S
LUMO energy, eV: -0.85
Charge: 0

Element x y z (Å)
F  -2.65  -1.64  0.45
C  -2.14  -0.43  0.14
N  -2.78  0.51  -0.46
N  -1.92  1.51  -0.56
N  -0.76  1.34  -0.21
C  -0.77  0.03  0.46
S  0.22  -0.94  -0.91
H  -0.21  -0.21  1.38
H  0.42  0.13  -1.67



4.
2 unconnected molecules or ions with the total composition C2H2FNO2 in a non-equilibrium geometry. Source: OMol25; level of theory: ωB97M-V with the def2-TZVPD basis set.

Values from the calculation:
Highest occupied orbital energy, eV: -11.6
Energy above the lowest of the compared OMol25 structures with the same formula, charge and spin, kJ/mol: 212.47
SMILES string: O=C=O.C=NF
LUMO energy, eV: 0.67
Charge: 0

Element x y z (Å)
O  -2.61  -0.07  0.10
C  -1.86  0.76  -0.17
O  -1.27  1.68  -0.50
C  1.38  -0.09  0.34
N  0.32  -0.68  -0.04
F  0.41  -1.98  -0.66
H  2.42  -0.47  0.13
H  1.21  0.85  0.81



5.
A molecular structure, C2H2FO2Rh in a non-equilibrium geometry. Source: OMol25; level of theory: ωB97M-V with the def2-TZVPD basis set.

Values from the calculation:
Highest occupied orbital energy (alpha / beta), eV: -12.2 / -17.1
Energy above the lowest of the compared OMol25 structures with the same formula, charge and spin, kJ/mol: 175.40
Spin multiplicity: 6
LUMO energy (alpha / beta), eV: -5.87 / -9.47
Charge: +1

Element x y z (Å)
H  -0.75  -0.16  1.27
O  0.39  1.45  -0.51
C  -0.48  0.66  -0.14
C  -0.12  -0.73  0.33
O  1.18  -0.93  0.35
F  -1.70  0.73  -0.71
H  -0.77  -1.49  -0.15
Rh  2.25  0.48  -0.45



6.
2 unconnected molecules or ions with the total composition C2H2FO3S in a non-equilibrium geometry. Source: OMol25; level of theory: ωB97M-V with the def2-TZVPD basis set.

Values from the calculation:
Highest occupied orbital energy (alpha / beta), eV: -3.6 / -5.7
Energy above the lowest of the compared OMol25 structures with the same formula, charge and spin, kJ/mol: 386.56
LUMO energy (alpha / beta), eV: 2.17 / 3.51
Charge: -1

Element x y z (Å)
C  1.43  -1.58  0.28
C  0.24  -1.18  0.47
O  -2.34  1.63  0.36
O  -1.52  1.66  -2.05
O  -0.31  2.98  -0.28
F  -0.54  -1.80  1.40
S  -1.21  1.82  -0.60
H  2.19  -1.17  -0.39
H  2.05  -2.35  0.81



7.
A single C2H2FP molecule in a non-equilibrium geometry. Source: OMol25; level of theory: ωB97M-V with the def2-TZVPD basis set.

Values from the calculation:
Highest occupied orbital energy, eV: -8.8
Energy above the lowest of the compared OMol25 structures with the same formula, charge and spin, kJ/mol: 309.49
SMILES string: FC#CP
LUMO energy, eV: 0.34
Charge: 0

Element x y z (Å)
F  -2.82  0.32  -0.16
C  -1.62  0.01  0.06
C  -0.31  0.15  -0.14
P  1.30  -0.59  0.08
H  1.62  0.13  1.28
H  1.82  -0.02  -1.12



8.
A molecular structure, C2H2HgLiO2 in a non-equilibrium geometry. Source: OMol25; level of theory: ωB97M-V with the def2-TZVPD basis set.

Values from the calculation:
Highest occupied orbital energy (alpha / beta), eV: -11.6 / -11.6
Energy above the lowest of the compared OMol25 structures with the same formula, charge and spin, kJ/mol: 0.00
Spin multiplicity: 3
LUMO energy (alpha / beta), eV: -4.39 / -5.80
Charge: +1

Element x y z (Å)
H  3.53  -0.32  1.91
O  -1.65  0.11  -1.56
C  -0.99  -0.13  -0.64
C  -0.30  -0.35  0.55
O  0.91  -0.05  0.63
Hg  -2.73  0.60  -4.10
H  -0.93  -0.65  1.40
Li  2.18  0.79  1.79



Repeat the fourth record exactly.
2 unconnected molecules or ions with the total composition C2H2FNO2 in a non-equilibrium geometry. Source: OMol25; level of theory: ωB97M-V with the def2-TZVPD basis set.

Values from the calculation:
Highest occupied orbital energy, eV: -11.6
Energy above the lowest of the compared OMol25 structures with the same formula, charge and spin, kJ/mol: 212.47
SMILES string: O=C=O.C=NF
LUMO energy, eV: 0.67
Charge: 0

Element x y z (Å)
O  -2.61  -0.07  0.10
C  -1.86  0.76  -0.17
O  -1.27  1.68  -0.50
C  1.38  -0.09  0.34
N  0.32  -0.68  -0.04
F  0.41  -1.98  -0.66
H  2.42  -0.47  0.13
H  1.21  0.85  0.81